Below is C41H47N2OSiTi as an isolated structure, with properties calculated with wB97M-V/def2-TZVPD.

CARTESIAN COORDINATES (ANGSTROEM)
1 Ti 0.35 -0.69 0.09
2 C 4.63 -0.79 -1.64
3 Si 3.09 -1.81 -1.25
4 C 1.89 -1.47 -2.66
5 C 3.59 -3.61 -1.23
6 N 2.23 -1.39 0.19
7 C 2.75 -1.37 1.48
8 C 4.10 -1.36 1.85
9 C 4.49 -1.31 3.18
10 C 3.55 -1.27 4.20
11 C 2.20 -1.28 3.88
12 C 1.84 -1.34 2.55
13 O 0.48 -1.33 2.15
14 C -0.48 -1.89 2.99
15 C -0.40 -3.23 3.33
16 C -1.40 -3.78 4.11
17 C -2.47 -2.99 4.53
18 C -2.53 -1.66 4.18
19 C -1.53 -1.09 3.40
20 H 4.96 -1.02 -2.65
21 H 5.47 -1.00 -0.97
22 H 4.42 0.28 -1.59
23 H 2.37 -1.67 -3.61
24 H 1.60 -0.41 -2.66
25 H 0.98 -2.07 -2.61
26 H 4.11 -3.90 -2.14
27 H 2.72 -4.26 -1.11
28 H 4.26 -3.81 -0.38
29 H 4.85 -1.39 1.07
30 H 5.55 -1.30 3.41
31 H 3.87 -1.22 5.23
32 H 1.44 -1.25 4.65
33 H 0.44 -3.83 3.00
34 H -1.36 -4.82 4.39
35 H -3.26 -3.43 5.14
36 H -3.36 -1.04 4.50
37 H -1.56 -0.05 3.10
38 C -2.21 1.87 -4.20
39 C -2.57 1.23 -2.88
40 C -3.65 1.68 -2.13
41 C -3.94 1.14 -0.89
42 C -5.09 1.67 -0.06
43 C -3.15 0.11 -0.40
44 C -2.08 -0.39 -1.14
45 C -1.79 0.19 -2.37
46 N -1.27 -1.45 -0.63
47 C -1.73 -2.83 -0.84
48 C -2.04 -3.08 -2.32
49 C -2.97 -3.13 0.00
50 C -0.59 -3.74 -0.40
51 H -2.96 2.60 -4.50
52 H -2.14 1.11 -4.99
53 H -1.25 2.37 -4.14
54 H -4.25 2.50 -2.52
55 H -5.61 2.47 -0.59
56 H -4.72 2.07 0.89
57 H -5.81 0.88 0.15
58 H -3.35 -0.30 0.58
59 H -0.95 -0.19 -2.94
60 H -2.85 -2.44 -2.66
61 H -2.34 -4.12 -2.48
62 H -1.16 -2.88 -2.93
63 H -3.82 -2.52 -0.32
64 H -2.78 -2.94 1.05
65 H -3.25 -4.18 -0.12
66 H 0.32 -3.55 -0.97
67 H -0.87 -4.79 -0.54
68 H -0.37 -3.60 0.66
69 C 3.18 5.80 -1.40
70 C 2.46 5.56 -0.24
71 C 2.00 4.29 0.05
72 C 2.26 3.22 -0.81
73 C 3.01 3.47 -1.96
74 C 3.46 4.75 -2.26
75 C 1.80 1.84 -0.54
76 C 0.62 1.43 -0.06
77 C -0.47 2.39 0.24
78 C -1.05 2.41 1.51
79 C -2.07 3.30 1.82
80 C -2.54 4.18 0.86
81 C -1.99 4.16 -0.42
82 C -0.97 3.28 -0.72
83 H 3.53 6.80 -1.63
84 H 2.25 6.37 0.44
85 H 1.44 4.10 0.96
86 H 3.23 2.65 -2.63
87 H 4.03 4.93 -3.17
88 H 2.55 1.08 -0.78
89 H -0.67 1.74 2.26
90 H -2.49 3.32 2.82
91 H -3.34 4.88 1.10
92 H -2.36 4.84 -1.18
93 H -0.53 3.27 -1.71

Properties
multiplicity	2
HOMO level (spin up / spin down)	-7.2626 / -7.6870	eV
total charge	0
energy above the lowest of the compared OMol25 structures with the same formula, charge and spin	0.0	kJ/mol
lowest unoccupied orbital energy (spin up / spin down)	0.60 / 0.60	eV
E	-79303.1920	eV